No. 1
{
  "formula": "C9H8F2N2O",
  "method": "ωB97M-V/def2-TZVPD",
  "multiplicity": 3,
  "mol_weight_g_mol": 198.17,
  "lumo_ev": [0.753, -1.154],
  "gap_ha": [0.282, 0.290],
  "s_squared": 2.029,
  "symbols": ["C", "C", "C", "C", "C", "C", "C", "C", "C", "N", "N", "O", "F", "F", "H", "H", "H", "H", "H", "H", "H", "H"],
  "positions_angstrom": [[-1.24391, 1.08788, 0.45147], [-1.49609, -1.24175, 0.02778], [-3.43509, 0.24667, -0.26276], [-0.71993, -0.21911, 0.44089], [-2.56327, 1.31446, -0.05024], [-2.88153, -1.04768, -0.27502], [2.00455, 0.65732, -0.74164], [1.74395, 0.44565, 0.80407], [0.64844, -0.51317, 0.82743], [3.01904, 0.25118, -1.29918], [4.01656, -0.42232, -0.89717], [1.10545, -1.78979, 0.78529], [-3.06165, 2.59567, -0.14888], [-3.64643, -2.06448, -0.48951], [-0.52320, 1.89956, 0.76454], [-0.90607, -2.22590, -0.14391], [-4.44315, 0.47478, -0.33060], [1.12384, 1.09465, -1.21074], [2.69959, 0.00505, 1.28307], [1.59401, 1.39138, 1.38668], [4.93306, -0.07682, -1.42246], [2.03183, -1.86323, 0.50087]],
  "atomic_forces_ev_per_a": [[-0.21, 1.83, -0.62], [-1.67, -3.63, -1.64], [2.30, -0.47, 0.04], [1.46, 1.16, 0.80], [1.70, 0.01, 1.56], [2.75, 2.40, 1.15], [-2.55, 1.11, 3.81], [2.61, 1.41, 0.15], [-0.40, -0.12, 0.05], [1.53, 0.18, -2.65], [2.78, -0.30, -0.85], [-0.74, -0.84, -0.21], [0.58, -1.33, 0.20], [-1.20, -1.66, -0.54], [-1.40, -0.64, -0.52], [-1.82, 1.46, 0.44], [-1.85, 0.01, -0.52], [0.47, -0.28, -0.72], [-1.52, 0.53, -0.79], [-0.20, -0.62, -0.79], [-2.37, -0.58, 1.47], [-0.26, 0.35, 0.17]]
}



No. 2
{
  "formula": "C9H8F3O7S2V",
  "method": "ωB97M-V/def2-TZVPD",
  "multiplicity": 3,
  "mol_weight_g_mol": 400.23,
  "lumo_ev": [-0.437, -0.426],
  "gap_ha": [0.347, 0.364],
  "s_squared": 2.009,
  "e_above_lowest_kj_mol": 0.0,
  "symbols": ["V", "O", "S", "O", "O", "O", "F", "C", "F", "F", "C", "O", "O", "C", "S", "O", "C", "C", "C", "C", "C", "C", "H", "H", "H", "H", "H", "H", "H", "H"],
  "positions_angstrom": [[-2.01304, 0.22658, 0.02857], [-3.15322, -3.01606, 1.24484], [-2.39693, -2.29746, 0.27984], [-1.61946, -3.05005, -0.66603], [-1.41801, -1.26060, 0.99005], [-3.23340, -1.21868, -0.44057], [-0.29683, 2.86903, 3.35762], [-1.36144, 3.12358, 2.59442], [-2.42755, 3.24666, 3.37392], [-1.15797, 4.29375, 1.96540], [-1.54801, 2.02886, 1.53429], [-2.72036, 1.61569, 1.29293], [-0.56966, 1.59215, 0.90570], [-0.10824, -1.44954, -3.10929], [0.09278, 0.18364, -2.41444], [-1.28779, 0.42356, -1.75731], [1.27138, -0.08212, -1.13054], [2.13711, 0.98069, -0.89538], [3.06311, 0.88483, 0.12972], [3.11098, -0.26554, 0.90262], [2.24228, -1.32228, 0.66032], [1.31327, -1.24169, -0.36093], [-0.53459, -2.11829, -2.36123], [0.86779, -1.78938, -3.45342], [-0.78847, -1.34115, -3.95130], [2.07518, 1.87459, -1.50360], [3.73594, 1.70752, 0.32788], [3.83087, -0.33753, 1.70740], [2.27858, -2.21035, 1.27607], [0.61571, -2.05041, -0.52755]],
  "atomic_forces_ev_per_a": [[-0.09, -0.12, 0.05], [0.01, -0.02, 0.01], [-0.13, 0.34, 0.40], [0.17, -0.14, -0.21], [-0.12, -0.18, -0.27], [0.12, -0.02, -0.01], [-0.06, -0.01, -0.07], [0.16, 0.22, 0.11], [0.01, -0.04, -0.02], [0.00, -0.06, 0.04], [0.16, 0.14, -0.02], [-0.21, -0.21, -0.16], [-0.04, 0.00, 0.06], [0.07, 0.05, 0.03], [-0.07, -0.07, -0.09], [0.09, 0.12, 0.13], [0.08, -0.04, 0.03], [-0.01, 0.03, -0.01], [-0.04, 0.01, -0.04], [0.02, 0.00, 0.03], [0.02, -0.01, 0.03], [-0.10, 0.07, -0.06], [-0.03, 0.00, 0.03], [0.00, 0.01, 0.00], [-0.01, 0.02, 0.01], [0.01, 0.00, 0.00], [0.01, 0.00, 0.00], [-0.01, -0.01, 0.00], [0.00, 0.00, 0.00], [-0.02, -0.05, 0.00]]
}



No. 3
{
  "formula": "C9H8N2O",
  "method": "ωB97M-V/def2-TZVPD",
  "mol_weight_g_mol": 160.18,
  "lumo_ev": [-0.103, -0.281],
  "gap_ha": [0.252, 0.249],
  "e_above_lowest_kj_mol": 409.3,
  "symbols": ["C", "C", "C", "C", "C", "C", "C", "C", "C", "N", "N", "O", "H", "H", "H", "H", "H", "H", "H", "H"],
  "positions_angstrom": [[1.40064, -1.67150, -0.88714], [0.22958, -2.34966, -0.55196], [1.45804, -0.38693, -0.59560], [-0.80958, -1.75421, 0.04209], [0.40549, 0.33095, -0.06212], [-0.76158, -0.36482, 0.23159], [-0.39936, 2.69831, 0.46147], [0.55202, 1.73803, -0.20645], [-1.91217, 0.35200, 0.74527], [-2.63904, 2.45111, 1.33675], [-1.76526, 1.75919, 0.78776], [-0.49554, 3.80464, 0.89493], [2.15281, -2.24976, -1.36500], [0.02044, -3.33969, -0.75564], [2.31432, 0.25981, -0.86354], [-1.68904, -2.20211, 0.24856], [1.50724, 2.17107, 0.16062], [0.69760, 2.16375, -1.18087], [-2.99615, 0.15778, 0.94791], [-2.35277, 3.45345, 1.31970]],
  "atomic_forces_ev_per_a": [[-0.67, -3.01, -0.19], [0.31, 0.12, 0.01], [1.68, 3.22, -0.18], [1.58, 3.12, -0.17], [-0.55, -2.37, -0.66], [-1.53, 0.89, 1.05], [-1.92, -2.05, 0.97], [1.16, 5.30, 1.69], [0.36, 3.36, -0.79], [-1.86, 1.61, 0.60], [1.09, -1.09, 0.59], [0.96, -1.65, -1.45], [0.81, 0.01, -0.29], [0.50, -2.21, -0.69], [-0.13, -0.79, 0.04], [-2.61, -1.78, 0.66], [0.12, -0.79, 0.37], [-0.58, -0.29, -1.31], [1.47, -0.70, -0.21], [-0.18, -0.91, -0.03]]
}



No. 4
{
  "formula": "C9H8N2O",
  "method": "ωB97M-V/def2-TZVPD",
  "mol_weight_g_mol": 160.18,
  "lumo_ev": 0.156,
  "gap_ha": 0.305,
  "smiles": "O=C[C@@H]1C=CN=C1c1ccc[nH]1",
  "e_above_lowest_kj_mol": 250.8,
  "symbols": ["C", "C", "C", "C", "C", "C", "C", "C", "C", "N", "N", "O", "H", "H", "H", "H", "H", "H", "H", "H"],
  "positions_angstrom": [[-0.49956, -2.63219, 1.41994], [-0.35973, -1.96971, 0.19282], [-0.48203, -1.70440, 2.43910], [-0.45343, -0.60933, 0.53747], [0.03887, 2.16450, -1.78055], [0.00528, 0.77645, -1.60454], [-0.05201, 2.78647, -0.56917], [1.41790, 0.18072, -1.46841], [-0.36954, 0.63907, -0.15972], [-0.42860, 1.77763, 0.41667], [-0.42937, -0.43605, 1.88647], [2.43677, 0.77097, -1.40415], [-0.34805, -3.77512, 1.55895], [-0.58145, -2.39660, -0.74461], [-0.60112, -1.88319, 3.49119], [0.37687, 2.69623, -2.69478], [-0.52373, 0.20698, -2.32009], [-0.04773, 3.80649, -0.19437], [1.25936, -0.88258, -1.23862], [-0.35870, 0.48366, 2.23640]],
  "atomic_forces_ev_per_a": [[1.40, -2.55, 0.88], [-1.52, 1.91, 1.28], [-0.21, 0.54, 0.14], [0.69, 0.23, -0.22], [1.11, 5.03, -0.28], [0.72, -1.30, 0.67], [-1.58, -2.13, 0.10], [-1.09, -0.89, 0.23], [-0.51, -0.17, -1.14], [0.76, 1.40, 0.17], [-0.53, -3.45, -0.58], [1.05, 0.46, -0.21], [-0.72, 2.29, -0.13], [0.30, -0.29, -1.02], [0.25, 0.15, 0.16], [-0.45, -0.61, 0.67], [-0.71, -0.87, -0.66], [0.24, -0.19, -0.58], [0.87, -0.44, -0.34], [-0.07, 0.85, 0.87]]
}



No. 5
{
  "formula": "C9H8N2O2",
  "method": "ωB97M-V/def2-TZVPD",
  "mol_weight_g_mol": 176.18,
  "lumo_ev": 0.222,
  "gap_ha": 0.333,
  "e_above_lowest_kj_mol": 604.5,
  "symbols": ["C", "C", "C", "C", "C", "C", "C", "C", "C", "N", "N", "O", "O", "H", "H", "H", "H", "H", "H", "H", "H"],
  "positions_angstrom": [[3.00135, -0.71998, -0.36554], [2.65591, -0.06868, -1.51760], [2.09717, -1.22618, 0.58925], [1.30976, 0.08544, -1.74369], [0.78232, -1.11749, 0.33159], [0.38500, -0.46870, -0.87233], [-2.27748, 0.50652, 0.24635], [-0.97614, -0.18738, -1.31698], [-2.23938, 1.40557, 2.38601], [-1.42282, 0.05647, -2.63699], [-1.70808, -1.03095, -2.13014], [-3.45248, 0.24914, 0.21353], [-1.55020, 1.03926, 1.18535], [4.06063, -0.83919, 0.05623], [3.18235, 0.49082, -2.25804], [2.34663, -1.70343, 1.50182], [1.01094, 0.63076, -2.62458], [0.06823, -1.38887, 0.97929], [-2.26217, 2.49274, 2.55278], [-1.72930, 0.96868, 3.15002], [-3.28225, 0.82544, 2.27366]],
  "atomic_forces_ev_per_a": [[3.27, -0.81, 2.62], [-0.89, 0.38, 0.23], [0.29, 0.40, -1.47], [-0.37, -0.74, 0.39], [0.01, 2.04, -3.80], [0.39, 0.78, -0.20], [0.91, -2.00, -3.34], [-2.24, 1.25, 5.00], [-3.74, -0.65, -1.69], [-0.04, 0.13, -0.37], [-1.14, -1.00, -1.23], [1.31, 0.48, -0.02], [0.64, 0.62, -0.08], [-1.23, 0.42, -1.44], [1.59, -0.27, 0.12], [0.91, -0.24, 0.57], [-0.35, 0.02, -0.05], [-2.51, -1.19, 2.33], [-0.33, -0.44, -0.51], [1.54, -1.18, 2.22], [1.97, 2.01, 0.73]]
}



No. 6
{
  "formula": "C9H8N4O2",
  "method": "ωB97M-V/def2-TZVPD",
  "multiplicity": 3,
  "mol_weight_g_mol": 204.19,
  "lumo_ev": [-0.280, -3.891],
  "gap_ha": [0.129, 0.130],
  "s_squared": 2.023,
  "e_above_lowest_kj_mol": 0.0,
  "symbols": ["C", "C", "C", "C", "C", "C", "C", "C", "C", "N", "N", "N", "N", "O", "O", "H", "H", "H", "H", "H", "H", "H", "H"],
  "positions_angstrom": [[1.58006, 0.95636, 2.97769], [2.09607, -0.33581, 2.78804], [0.67091, 1.48913, 2.03849], [1.74412, -1.08857, 1.68722], [0.32315, 0.71912, 0.98800], [0.79888, -0.63506, 0.78505], [-1.34454, -0.00682, -3.22797], [-2.29966, -0.92134, -2.49572], [-0.64980, -0.09361, -0.95467], [-0.60126, 0.96067, -0.11399], [0.36246, -1.00319, -0.45745], [-0.40868, 0.41623, -2.31189], [-1.94706, -0.70851, -1.15562], [-1.54185, 0.38283, -4.35634], [-3.32617, -1.46232, -2.79308], [1.85547, 1.69433, 3.72150], [2.95328, -0.81737, 3.24113], [0.43685, 2.50917, 2.08699], [2.40644, -1.90247, 1.56925], [-1.22381, 1.76692, -0.22007], [0.47439, -1.94119, -0.77479], [0.18894, 1.25036, -2.45242], [-2.54818, -1.22886, -0.56935]],
  "atomic_forces_ev_per_a": [[-0.95, 0.98, -0.83], [0.25, -0.12, -0.87], [1.80, -0.65, 1.58], [0.29, 0.04, 0.58], [-3.45, -0.93, -3.63], [-0.35, 1.70, -1.72], [-3.70, -3.06, 0.92], [4.43, 3.30, -1.61], [-2.26, -1.14, -4.81], [2.52, 2.26, 6.02], [1.13, -0.29, 2.72], [2.13, 0.57, 1.08], [0.69, 0.24, 1.17], [0.86, 1.16, -2.01], [-2.56, -1.52, -0.69], [0.42, -0.64, 0.36], [-0.16, 0.77, 1.03], [-0.66, 1.17, 0.18], [-0.08, -1.25, -0.70], [0.50, -0.68, 0.06], [-0.20, -0.46, -0.66], [-0.79, -1.00, 0.20], [0.13, -0.45, 1.60]]
}



No. 7
{
  "formula": "C9H8N8O9Pb",
  "method": "ωB97M-V/def2-TZVPD",
  "mol_weight_g_mol": 579.41,
  "lumo_ev": -1.336,
  "gap_ha": 0.323,
  "e_above_lowest_kj_mol": 0.0,
  "symbols": ["Pb", "N", "N", "C", "N", "N", "N", "O", "O", "H", "H", "H", "H", "H", "O", "C", "N", "O", "C", "O", "C", "C", "C", "C", "C", "C", "N", "O", "O", "N", "O", "O", "H", "H", "H"],
  "positions_angstrom": [[0.74882, 0.60373, -1.12789], [-1.42679, -2.02074, 1.85088], [-0.21912, -2.35819, 2.46493], [0.95688, -2.43732, 1.85612], [2.00769, -2.89104, 2.54879], [1.00970, -2.00010, 0.58394], [2.06916, -2.25124, -0.16384], [2.87744, -3.14340, 0.08157], [2.19143, -1.54734, -1.19131], [-1.34329, -2.21934, 0.86096], [-1.54569, -1.01511, 1.91622], [-0.27505, -2.51364, 3.45787], [1.90732, -3.18371, 3.50560], [2.84126, -3.11351, 2.03038], [-3.23295, -1.47515, -1.52458], [-2.22547, -0.87698, -1.41549], [-1.19930, -0.27115, -1.30246], [1.37317, 2.94070, 0.56069], [1.02267, 2.13685, 1.42278], [0.49507, 0.98700, 1.20281], [1.21098, 2.42092, 2.89804], [1.30744, 3.70063, 3.41924], [1.39045, 3.85835, 4.79519], [1.38679, 2.78670, 5.66982], [1.31348, 1.51898, 5.12142], [1.22769, 1.33147, 3.75533], [1.29859, 0.34035, 5.99275], [1.05102, -0.74236, 5.47582], [1.52615, 0.50106, 7.16928], [1.46261, 5.21884, 5.35631], [1.44938, 6.14627, 4.57331], [1.52994, 5.32105, 6.56539], [1.31710, 4.56523, 2.77071], [1.42955, 2.93711, 6.73766], [1.16672, 0.33604, 3.34975]],
  "atomic_forces_ev_per_a": [[0.51, 0.34, 0.50], [-0.16, 0.29, -0.07], [0.08, 0.09, 0.15], [0.63, -0.13, -0.15], [-0.11, 0.12, 0.09], [-0.75, 0.44, -0.01], [0.75, -0.49, -0.31], [-0.12, 0.28, -0.01], [-0.29, -0.08, 0.45], [-0.01, -0.18, -0.06], [0.03, 0.17, -0.05], [-0.03, -0.15, -0.01], [0.02, 0.02, -0.02], [0.04, -0.09, 0.04], [0.00, -0.01, 0.04], [0.25, 0.14, -0.06], [-0.77, -0.32, 0.06], [-0.15, -0.06, 0.16], [0.18, 0.12, 0.03], [-0.02, -0.32, -0.73], [-0.09, -0.14, 0.08], [0.09, 0.16, -0.03], [-0.06, -0.34, -0.15], [0.02, -0.02, 0.21], [0.00, 0.38, -0.43], [-0.03, -0.17, 0.16], [-0.06, -0.39, 0.07], [0.09, 0.26, 0.07], [-0.01, 0.05, -0.04], [0.02, 0.23, 0.11], [0.01, -0.13, 0.11], [-0.01, -0.02, -0.17], [-0.03, -0.01, -0.02], [0.04, 0.02, 0.00], [-0.07, -0.05, -0.02]]
}



No. 8
{
  "formula": "C9H8NO2S",
  "method": "ωB97M-V/def2-TZVPD",
  "mol_weight_g_mol": 194.24,
  "lumo_ev": 3.547,
  "gap_ha": 0.284,
  "total_charge": -1,
  "e_above_lowest_kj_mol": 167.7,
  "symbols": ["C", "C", "C", "C", "C", "C", "C", "C", "C", "N", "O", "O", "S", "H", "H", "H", "H", "H", "H", "H", "H"],
  "positions_angstrom": [[-1.89370, 1.61829, 0.26268], [2.58998, -0.28833, -1.35270], [1.85933, 0.74473, -1.83722], [2.14480, -1.15202, -0.32844], [0.66456, 1.09907, -1.15038], [0.93836, -0.84960, 0.26844], [0.24753, 0.36145, -0.06957], [-1.29149, 0.24118, 2.16219], [-1.34582, 0.44266, 0.67297], [-2.41911, 2.50215, -0.26222], [-1.48167, -1.55463, -1.30787], [-2.88750, -1.84278, 0.83187], [-2.52695, -0.98184, -0.36212], [3.45115, -0.58691, -1.97892], [2.16888, 1.31521, -2.62255], [2.65465, -2.12902, -0.24372], [0.36835, 2.10622, -1.35830], [0.62639, -1.40572, 1.14656], [-0.76718, 0.95285, 2.80075], [-2.34464, 0.14010, 2.55422], [-0.75591, -0.73307, 2.17433]],
  "atomic_forces_ev_per_a": [[-1.34, 2.37, -1.47], [1.08, -1.94, -1.26], [-2.04, -0.63, 3.25], [-0.09, 0.10, -1.16], [1.60, 0.40, 0.10], [0.23, 1.35, 0.55], [-2.86, -2.05, 1.47], [-0.74, -1.80, 0.02], [4.44, -0.91, -0.94], [-0.08, 0.47, 0.17], [-1.79, 0.58, 1.64], [0.57, 0.79, -1.64], [1.54, -1.42, 0.51], [-0.18, 0.08, 0.70], [0.89, 1.46, -2.04], [-0.25, 0.78, 0.56], [-1.28, 0.18, -0.21], [-0.27, -0.29, -0.49], [0.17, 0.30, -0.48], [1.13, -0.24, -0.34], [-0.74, 0.42, 1.08]]
}



No. 9
{
  "formula": "C9H8NdO6",
  "method": "ωB97M-V/def2-TZVPD",
  "multiplicity": 4,
  "mol_weight_g_mol": 356.40,
  "lumo_ev": [-15.100, -14.966],
  "gap_ha": [0.274, 0.279],
  "s_squared": 3.754,
  "total_charge": 3,
  "symbols": ["O", "C", "Nd", "O", "C", "C", "O", "C", "O", "C", "O", "C", "C", "C", "O", "C", "H", "H", "H", "H", "H", "H", "H", "H"],
  "positions_angstrom": [[0.39026, 3.15972, -2.98950], [0.39081, 2.10407, -2.61107], [0.39624, -0.15185, -1.52088], [0.39014, -1.80827, -4.61991], [0.38987, -1.32978, -3.56021], [0.38934, -2.50927, -0.96161], [0.39045, -3.60943, -0.55499], [-1.69468, -0.65372, -1.64900], [-2.87107, -0.72256, -1.58987], [2.48164, -0.64681, -1.63992], [3.65054, -0.72453, -1.59257], [-0.70001, 1.38732, 2.30005], [-0.57592, -0.09394, 2.59565], [0.55294, -0.48886, 1.67209], [0.39349, 0.39932, 0.50795], [-0.69216, 1.36207, 0.78965], [-1.60056, 1.85629, 2.69701], [0.19133, 1.90934, 2.65580], [-1.50057, -0.59482, 2.28868], [-0.35098, -0.33970, 3.63498], [1.53344, -0.21975, 2.06706], [0.51533, -1.53558, 1.36791], [-1.62061, 0.92988, 0.38932], [-0.44924, 2.32088, 0.32338]],
  "atomic_forces_ev_per_a": [[0.00, -1.40, 0.47], [0.01, 3.16, -1.42], [-0.32, 7.14, 1.64], [0.01, 2.49, 5.46], [-0.06, -4.56, -8.67], [-0.09, -9.00, 3.05], [0.01, 6.45, -2.49], [-14.15, -2.93, -0.18], [7.43, 0.56, -0.39], [14.19, -3.01, -0.18], [-6.91, 0.61, -0.28], [-0.12, 0.13, 0.15], [-0.23, -0.24, 0.02], [0.65, -0.17, 1.41], [-0.02, -0.19, 0.84], [-0.40, 0.93, 0.22], [0.08, -0.02, 0.01], [-0.17, 0.23, 0.00], [0.06, -0.13, 0.28], [-0.05, 0.05, -0.10], [-0.05, -0.30, 0.13], [0.11, 0.07, -0.12], [-0.04, 0.24, 0.13], [0.07, -0.12, 0.02]]
}